No. 1
{"formula": "C5H3NO", "method": "ωB97M-V with the def2-TZVPD basis set", "largest_force_ev_per_a": 2.67, "total_energy_ev": -8768.511, "homo_ha": -0.33906, "de_lowest_ev": 1.4953, "smiles": "N#Cc1ccoc1", "orbital_gap_ha": 0.3434, "spin_multiplicity": 1, "symbols": ["N", "C", "C", "C", "C", "O", "C", "H", "H", "H"], "coordinates": [[-2.33005, -0.16561, 1.48547], [-1.70155, 0.69933, 1.03028], [-0.54746, 0.36499, 0.22146], [0.78851, 0.23845, 0.69101], [1.47095, -0.24635, -0.37149], [0.64638, -0.48446, -1.41935], [-0.60114, -0.14269, -1.03057], [1.15269, 0.47447, 1.68077], [2.51612, -0.42977, -0.54542], [-1.41028, -0.31636, -1.72734]], "forces_ev_per_a": [[-1.5, 1.4, 1.0], [-0.1, -2.7, 0.1], [0.6, 0.7, -0.6], [0.3, 0.3, -0.3], [0.2, -0.1, 0.0], [0.2, -0.1, 0.0], [0.0, 0.4, -0.2], [0.0, 0.1, -0.2], [0.0, -0.2, 0.0], [0.2, 0.1, 0.1]], "mulliken_charge": [-0.289, -0.180, 0.715, -0.374, -0.353, -0.316, -0.413, 0.402, 0.398, 0.409]}


No. 2
{"formula": "C5H3NO", "method": "ωB97M-V with the def2-TZVPD basis set", "largest_force_ev_per_a": 0.80, "total_energy_ev": -8762.454, "homo_ha": -0.32542, "de_lowest_ev": 7.5524, "orbital_gap_ha": 0.2735, "spin_multiplicity": 1, "symbols": ["C", "C", "C", "C", "O", "N", "C", "H", "H", "H"], "coordinates": [[2.82218, 0.99304, 0.67948], [1.66048, 0.60840, 0.41006], [0.37315, 0.19631, 0.11414], [-0.83156, 0.93609, -0.07833], [-1.86951, 0.14870, -0.14543], [-1.52810, -1.17290, -0.07404], [-0.21129, -1.17650, 0.05540], [0.25340, -0.43380, -1.00320], [-1.01213, 2.00206, -0.10886], [0.34339, -2.10140, 0.15078]], "forces_ev_per_a": [[-0.7, -0.3, -0.2], [0.7, 0.3, 0.1], [-0.4, 0.1, 0.0], [0.1, -0.1, 0.0], [0.1, 0.3, 0.0], [0.4, -0.1, 0.0], [-0.2, -0.3, 0.2], [0.0, 0.1, -0.2], [0.0, -0.1, 0.0], [-0.1, 0.1, 0.0]], "mulliken_charge": [-0.555, -0.468, 0.311, 0.062, -0.106, -0.329, -0.177, 0.289, 0.467, 0.505]}


No. 3
{"formula": "C5H3NO", "method": "ωB97M-V with the def2-TZVPD basis set", "largest_force_ev_per_a": 3.27, "total_energy_ev": -8764.532, "homo_ha": -0.36576, "de_lowest_ev": 5.4746, "orbital_gap_ha": 0.3892, "spin_multiplicity": 1, "symbols": ["C", "C", "C", "C", "O", "N", "C", "H", "H", "H"], "coordinates": [[0.21680, -0.12570, 2.61344], [0.27435, -0.36686, 1.43060], [0.23026, -0.44055, 0.00961], [0.50794, -1.10967, -1.07627], [-0.11089, -0.07698, -2.43781], [-0.60958, 0.96369, -1.87541], [-0.59443, 1.08892, -0.63028], [0.17949, 0.06100, 3.66814], [0.89795, -1.93722, -1.65715], [-0.99190, 1.94338, -0.04487]], "forces_ev_per_a": [[0.1, -0.3, -0.6], [0.1, -0.2, 0.2], [-1.4, 2.5, -1.3], [-1.2, 2.2, -1.6], [1.1, -1.9, 2.4], [-0.4, 0.7, 0.2], [1.2, -2.2, 0.7], [0.0, -0.1, -0.3], [0.0, 0.1, 0.7], [0.5, -1.0, -0.4]], "mulliken_charge": [0.147, -0.345, -0.179, -0.228, -0.294, -0.202, -0.072, 0.389, 0.396, 0.387]}


No. 4
{"formula": "C5H3NO", "method": "ωB97M-V with the def2-TZVPD basis set", "largest_force_ev_per_a": 1.60, "total_energy_ev": -8763.119, "homo_ha": [-0.34624, -0.34942], "de_lowest_ev": 6.8877, "orbital_gap_ha": [0.2580, 0.3010], "spin_multiplicity": 1, "symbols": ["C", "C", "C", "C", "O", "N", "C", "H", "H", "H"], "coordinates": [[-1.47175, 0.02037, -2.68650], [-0.82631, -0.09279, -1.60172], [-0.17112, -0.16830, -0.42120], [1.01834, -0.81982, -0.05248], [1.24074, -0.65272, 1.24570], [0.38904, 0.11389, 1.86875], [-0.44453, 0.61715, 0.82729], [0.08110, 1.52940, 0.46585], [1.71581, -1.44767, -0.58185], [-1.45038, 0.89086, 1.14482]], "forces_ev_per_a": [[0.2, -0.1, 0.3], [-0.1, -0.1, -0.5], [0.5, -0.4, 0.4], [-0.7, 0.0, -0.4], [1.3, -0.9, -0.4], [-0.8, 0.6, 0.4], [-0.1, 0.7, -0.3], [-0.3, 0.4, 0.5], [-0.1, 0.0, 0.0], [0.1, -0.2, -0.1]], "mulliken_charge": [-0.672, -0.106, 0.573, -0.276, -0.078, -0.229, -0.348, 0.278, 0.467, 0.392]}


No. 5
{"formula": "C5H3NO2", "method": "ωB97M-V with the def2-TZVPD basis set", "largest_force_ev_per_a": 6.36, "total_energy_ev": -10814.307, "homo_ha": -0.37295, "de_lowest_ev": 3.1071, "smiles": "O=CC1=CC=NC1=O", "orbital_gap_ha": 0.2972, "spin_multiplicity": 1, "symbols": ["O", "C", "C", "C", "C", "N", "C", "O", "H", "H", "H"], "coordinates": [[2.75048, 0.23243, 0.14644], [1.63625, 0.70553, 0.42336], [0.54369, -0.25801, 0.20783], [-0.60725, 0.50308, 0.39248], [-1.69300, -0.22416, -0.06922], [-1.38951, -1.44926, -0.45765], [0.02415, -1.26640, -0.84235], [0.63039, -1.71220, -1.77007], [1.61195, 1.77346, 1.01017], [-0.63918, 1.54390, 0.88707], [-2.86796, 0.15164, 0.07193]], "forces_ev_per_a": [[-1.3, 2.1, 0.4], [5.0, -2.1, 0.4], [-3.3, 5.3, 0.2], [3.1, 1.7, 1.5], [-5.6, -3.0, -0.2], [-0.5, 2.4, -1.8], [1.2, -1.1, 1.5], [-1.1, 0.3, 0.7], [-0.7, -2.4, -1.5], [0.0, -2.0, -0.9], [3.3, -1.3, -0.3]], "mulliken_charge": [-0.463, -0.117, 0.486, 0.031, -0.328, -0.407, 0.477, -0.421, 0.213, 0.254, 0.274]}


No. 6
{"formula": "C5H3NO3", "method": "ωB97M-V with the def2-TZVPD basis set", "largest_force_ev_per_a": 3.45, "total_energy_ev": -12862.605, "homo_ha": -0.35321, "de_lowest_ev": 2.3401, "smiles": "O=Cc1concc1=O", "orbital_gap_ha": 0.3315, "spin_multiplicity": 1, "symbols": ["O", "C", "C", "C", "O", "N", "C", "C", "O", "H", "H", "H"], "coordinates": [[2.74410, 0.01767, -0.08910], [1.81070, -0.75046, -0.08211], [0.46336, -0.32822, 0.04257], [-0.57745, -1.25288, 0.05550], [-1.79902, -0.90290, 0.07982], [-2.20117, 0.42953, -0.16323], [-1.30154, 1.37019, -0.08499], [0.14307, 1.07744, 0.01637], [0.88773, 2.07192, 0.14729], [2.04396, -1.81961, -0.09440], [-0.53559, -2.36198, 0.26614], [-1.67813, 2.44930, -0.09386]], "forces_ev_per_a": [[0.1, -0.1, -0.2], [2.3, -0.1, 0.6], [-1.9, -1.0, -0.7], [2.8, -0.1, 1.2], [-2.4, 0.9, -0.8], [0.1, 1.7, 0.8], [-1.4, -1.1, -0.3], [0.7, 3.2, 0.9], [-1.1, -2.3, -0.4], [-0.4, -0.6, -0.2], [0.6, 1.3, -0.6], [0.6, -1.8, -0.3]], "mulliken_charge": [-0.457, -0.309, 0.446, -0.239, -0.170, -0.399, -0.086, 0.676, -0.581, 0.332, 0.389, 0.399]}


No. 7
{"formula": "C5H3NO4", "method": "ωB97M-V with the def2-TZVPD basis set", "largest_force_ev_per_a": 6.66, "total_energy_ev": -14908.472, "homo_ha": -0.38708, "de_lowest_ev": 2.3008, "smiles": "O=Cc1ccc([N+](=O)[O-])o1", "orbital_gap_ha": 0.3263, "spin_multiplicity": 1, "symbols": ["O", "C", "C", "C", "C", "C", "N", "O", "O", "O", "H", "H", "H"], "coordinates": [[3.14798, -1.27629, -0.15170], [2.76042, -0.11876, 0.05791], [1.42281, 0.38440, 0.01039], [0.93676, 1.58740, 0.05293], [-0.49697, 1.56822, 0.10273], [-0.74988, 0.23043, -0.06188], [-2.02796, -0.42101, -0.04083], [-2.17155, -1.64484, 0.33299], [-2.94447, 0.38155, -0.25385], [0.36359, -0.52362, -0.13203], [3.51846, 0.73672, 0.45323], [1.51926, 2.52124, 0.41122], [-1.24525, 2.28467, 0.08564]], "forces_ev_per_a": [[-1.2, 2.9, 0.4], [3.5, -1.3, 0.8], [-1.2, -3.8, -1.0], [-0.3, 6.2, 2.5], [1.2, -3.0, -1.2], [1.2, -0.1, 0.2], [-2.0, -2.0, 1.4], [0.9, 4.1, -1.6], [0.8, -1.5, 0.1], [0.1, 0.5, 0.3], [-1.3, -1.7, -1.0], [-0.8, -1.7, -1.2], [-0.8, 1.4, 0.3]], "mulliken_charge": [-0.466, -0.124, 0.756, -0.540, -0.271, 0.116, 0.852, -0.476, -0.508, -0.293, 0.168, 0.266, 0.521]}


No. 8
{"formula": "C5H3O3Pt", "method": "ωB97M-V with the def2-TZVPD basis set", "largest_force_ev_per_a": 16.83, "total_energy_ev": -14591.267, "homo_ha": [-0.69443, -0.67264], "total_charge": 2, "de_lowest_ev": 0.8118, "orbital_gap_ha": [0.3270, 0.2069], "spin_multiplicity": 4, "symbols": ["C", "C", "O", "C", "C", "O", "C", "O", "Pt", "H", "H", "H"], "coordinates": [[-1.22731, 0.61327, -0.60482], [-2.42775, 0.75637, -1.07240], [-3.48146, 0.85409, -1.56309], [0.18645, 0.98841, -0.76928], [0.48785, -0.43173, -0.44193], [1.25523, -0.68366, 0.55862], [0.35776, -0.67918, 2.65413], [1.29377, -1.35202, 2.82109], [2.32283, -1.71243, 1.24169], [0.52862, 1.24259, -1.77896], [0.48499, 1.69830, 0.02237], [0.21902, -1.29401, -1.06743]], "forces_ev_per_a": [[1.9, 0.2, 0.5], [-3.9, 0.4, -2.0], [2.6, -0.3, 1.6], [-0.8, -0.2, -0.1], [0.7, -0.7, -0.7], [-9.8, 9.4, -6.5], [0.7, -1.0, 2.1], [-4.3, 2.2, 3.9], [12.9, -10.7, 1.8], [-0.2, 0.4, 0.1], [0.2, -0.2, -0.4], [0.1, 0.6, -0.2]], "mulliken_charge": [-0.477, 0.818, -0.107, -0.034, -0.203, -0.103, 0.222, -0.159, 0.906, 0.330, 0.290, 0.518]}


No. 9
{"formula": "C5H3O5S", "method": "ωB97M-V with the def2-TZVPD basis set", "largest_force_ev_per_a": 4.49, "total_energy_ev": -26303.910, "homo_ha": -0.15545, "total_charge": -1, "de_lowest_ev": 3.7725, "orbital_gap_ha": 0.2846, "spin_multiplicity": 1, "symbols": ["C", "C", "C", "C", "C", "O", "O", "O", "O", "O", "S", "H", "H", "H"], "coordinates": [[-0.62667, 1.51667, -0.96308], [1.64081, -0.08786, -1.17714], [0.63181, 0.77278, -0.46938], [-1.97238, -0.77071, 0.37872], [1.32421, -0.92803, 0.91463], [0.54394, 0.18967, 0.92497], [-2.33108, -0.87740, 1.46837], [0.51711, 2.18284, -0.52991], [-1.60268, -1.38372, -0.59160], [1.90813, -1.06162, -0.39373], [-2.08240, 1.35179, -0.03925], [-0.85748, 1.68298, -2.09894], [0.74672, -1.80408, 1.02471], [2.15997, -0.78332, 1.55164]], "forces_ev_per_a": [[-0.3, -1.2, -2.8], [-0.7, 1.2, -1.0], [-0.9, 0.2, 1.0], [1.1, 0.2, -3.5], [-0.5, 0.8, -0.2], [-0.1, 1.4, -1.7], [-1.5, -0.6, 4.2], [1.4, -0.4, 0.9], [0.3, 0.2, -0.2], [0.6, 0.0, -0.6], [-0.5, 0.4, 0.4], [1.0, -0.6, 2.0], [-0.6, -1.1, 0.7], [0.7, -0.4, 1.0]], "mulliken_charge": [-0.131, -0.887, 1.272, 0.678, -0.210, -0.423, -0.511, -0.466, -0.602, -0.091, -0.446, 0.231, 0.289, 0.297]}


No. 10
{"formula": "C5H3P", "method": "ωB97M-V with the def2-TZVPD basis set", "largest_force_ev_per_a": 3.92, "total_energy_ev": -14513.305, "homo_ha": -0.35188, "de_lowest_ev": 2.5797, "orbital_gap_ha": 0.3305, "spin_multiplicity": 1, "symbols": ["C", "C", "C", "C", "C", "P", "H", "H", "H"], "coordinates": [[-1.49722, 1.06098, 0.77455], [-2.71729, 0.71627, 0.47169], [0.71864, 1.35511, -0.43115], [0.13339, 2.46900, -0.65308], [-0.21898, 0.55065, 0.34965], [-1.51457, -0.31034, -0.75317], [1.63568, 0.93209, -0.80274], [0.25557, -0.08520, 0.96698], [-1.29805, -1.42498, 0.06804]], "forces_ev_per_a": [[-2.6, -2.2, -2.0], [1.5, 0.9, 0.8], [0.9, 0.1, -0.4], [0.1, 1.8, -0.3], [-0.9, 1.2, -1.9], [-0.1, 0.9, 1.3], [0.1, 0.1, -0.1], [1.5, -2.2, 2.4], [-0.5, -0.6, 0.2]], "mulliken_charge": [-0.152, -0.452, -0.178, -0.364, -0.072, 0.135, 0.378, 0.644, 0.061]}